{
  "formula": "C66H59BrF21N4O5P2",
  "method": "ωB97M-V with the def2-TZVPD basis set",
  "energy_ev": -231263.42903,
  "e_homo_ev": -10.326,
  "lumo_ev": -6.41,
  "charge": 1,
  "largest_force_ev_per_a": 9.6,
  "species": ["N", "C", "O", "C", "C", "C", "F", "F", "C", "F", "F", "C", "C", "C", "C", "N", "C", "C", "C", "C", "N", "C", "C", "F", "F", "C", "F", "F", "C", "F", "F", "C", "F", "F", "C", "F", "F", "C", "F", "F", "C", "F", "F", "C", "F", "F", "F", "C", "C", "P", "O", "O", "O", "N", "P", "O", "Br", "H", "H", "H", "H", "H", "H", "H", "H", "H", "H", "H", "H", "H", "H", "H", "H", "H", "C", "C", "C", "C", "C", "C", "H", "H", "H", "H", "H", "H", "C", "C", "C", "C", "C", "C", "H", "H", "H", "H", "H", "H", "C", "C", "C", "C", "C", "C", "H", "H", "H", "H", "H", "H", "C", "C", "C", "C", "C", "C", "H", "H", "H", "H", "H", "H", "C", "C", "C", "C", "C", "C", "H", "H", "H", "H", "H", "H", "C", "C", "C", "C", "C", "C", "H", "H", "H", "H", "H", "H", "C", "C", "C", "C", "C", "C", "H", "H", "H", "H", "H", "H"],
  "xyz": [[-0.273, 3.076, 4.671], [-0.993, 3.981, 4.329], [-2.109, 4.749, 3.841], [-2.755, 3.999, 2.780], [-3.604, 2.807, 3.238], [-3.914, 2.373, 4.748], [-3.517, 3.323, 5.742], [-5.337, 2.292, 5.015], [-3.142, 1.003, 5.191], [-2.359, 0.514, 4.088], [-4.020, 0.031, 5.746], [-4.185, 1.934, 2.047], [-4.983, 0.675, 2.519], [-5.543, -0.232, 1.426], [-6.398, -1.516, 1.944], [-5.565, -2.753, 2.050], [-5.256, 0.095, -0.070], [-5.858, -1.103, -0.993], [-7.440, -0.836, -1.266], [-7.991, 0.563, -0.716], [-9.410, 0.791, -1.213], [-4.463, 1.344, -0.621], [-4.275, 1.352, -2.137], [-5.606, 1.103, -2.729], [-3.944, 2.366, -3.009], [-3.207, 0.201, -2.641], [-1.968, 0.961, -2.691], [-2.929, -0.787, -1.670], [-3.413, -0.382, -4.089], [-4.465, -1.356, -4.240], [-3.725, 0.571, -5.125], [-2.112, -1.135, -4.733], [-1.100, -0.201, -5.136], [-2.619, -1.642, -5.990], [-1.562, -2.389, -3.934], [-0.623, -1.870, -2.962], [-2.500, -3.151, -3.206], [-0.664, -3.426, -4.815], [-0.003, -2.765, -5.907], [0.418, -3.849, -3.960], [-1.438, -4.724, -5.328], [-2.805, -4.501, -5.687], [-0.807, -5.082, -6.579], [-1.308, -6.033, -4.411], [-2.406, -6.888, -4.766], [-1.415, -5.815, -3.024], [-0.136, -6.783, -4.638], [-3.949, 2.314, 0.518], [-3.197, 3.642, 0.240], [-2.952, 4.492, -1.385], [-2.647, 6.025, -1.426], [-1.788, 3.913, -2.432], [-4.563, 4.714, -2.018], [-2.621, 4.359, 1.391], [-1.602, 5.880, 1.243], [-0.047, 5.575, 1.945], [-2.646, 7.589, 2.382], [-2.374, 1.248, 6.021], [-5.171, 0.368, 3.602], [-7.343, -1.686, 1.315], [-6.762, -1.257, 3.005], [-5.438, -2.968, 3.058], [-6.191, -3.519, 1.726], [-5.653, -2.142, -0.520], [-5.360, -1.168, -2.012], [-7.589, -0.849, -2.408], [-8.045, -1.694, -0.819], [-8.020, 0.552, 0.445], [-7.405, 1.484, -1.044], [-10.053, 0.631, -0.425], [-9.488, 1.803, -1.424], [-1.319, 4.613, -2.944], [-5.196, 4.804, -1.267], [0.616, 5.645, 1.221], [-1.856, -3.692, 2.693], [-0.765, -4.465, 3.077], [0.045, -5.054, 2.111], [-0.231, -4.863, 0.760], [-1.320, -4.087, 0.377], [-2.136, -3.505, 1.343], [-2.490, -3.235, 3.447], [-0.546, -4.609, 4.130], [0.893, -5.662, 2.410], [0.404, -5.318, 0.007], [-1.534, -3.936, -0.677], [-2.988, -2.904, 1.043], [3.023, 1.395, -4.316], [3.587, 2.577, -3.847], [2.776, 3.561, -3.290], [1.402, 3.359, -3.194], [0.839, 2.175, -3.659], [1.649, 1.194, -4.225], [3.655, 0.629, -4.753], [4.658, 2.732, -3.916], [3.215, 4.486, -2.931], [0.772, 4.125, -2.755], [-0.231, 2.017, -3.583], [1.210, 0.274, -4.593], [-0.341, 5.517, -7.007], [0.657, 4.969, -6.205], [1.825, 5.686, -5.960], [1.991, 6.954, -6.508], [0.992, 7.503, -7.306], [-0.172, 6.784, -7.559], [-1.250, 4.957, -7.201], [0.524, 3.983, -5.773], [2.605, 5.256, -5.341], [2.899, 7.515, -6.313], [1.121, 8.493, -7.732], [-0.948, 7.210, -8.186], [2.618, 1.680, 3.572], [3.177, 0.487, 4.020], [4.330, -0.011, 3.420], [4.929, 0.689, 2.377], [4.372, 1.884, 1.932], [3.215, 2.377, 2.526], [1.718, 2.066, 4.038], [2.713, -0.056, 4.838], [4.761, -0.945, 3.765], [5.830, 0.304, 1.913], [4.841, 2.431, 1.120], [2.778, 3.306, 2.175], [4.985, -4.319, 0.792], [3.820, -3.968, 0.116], [3.485, -4.610, -1.073], [4.311, -5.610, -1.580], [5.473, -5.963, -0.901], [5.813, -5.315, 0.283], [5.248, -3.816, 1.717], [3.174, -3.193, 0.515], [2.581, -4.332, -1.604], [4.047, -6.114, -2.504], [6.115, -6.744, -1.296], [6.721, -5.587, 0.808], [2.455, 2.182, 7.718], [3.335, 2.581, 8.719], [3.214, 3.845, 9.289], [2.207, 4.706, 8.865], [1.324, 4.305, 7.866], [1.451, 3.045, 7.290], [2.552, 1.198, 7.271], [4.116, 1.907, 9.055], [3.905, 4.158, 10.065], [2.110, 5.690, 9.313], [0.538, 4.977, 7.537], [0.766, 2.736, 6.508], [9.488, -6.824, 1.106], [10.511, -7.368, 1.876], [11.673, -6.639, 2.106], [11.809, -5.360, 1.573], [10.784, -4.814, 0.807], [9.625, -5.547, 0.569], [8.582, -7.394, 0.924], [10.402, -8.363, 2.297], [12.474, -7.067, 2.700], [12.713, -4.790, 1.756], [10.889, -3.816, 0.393], [8.829, -5.123, -0.033]],
  "atomic_forces_ev_per_a": [[-3.594, 4.771, -1.800], [0.013, -2.946, 0.075], [2.367, -2.417, -1.257], [-2.747, -4.017, 0.624], [0.511, 1.329, -4.309], [-1.073, 0.581, 1.890], [-0.311, -1.611, -2.595], [3.175, -0.169, -1.339], [1.273, -0.475, 0.850], [-2.242, 0.600, 2.088], [1.612, 1.907, -1.990], [-0.051, -0.167, 1.983], [-0.278, -0.505, -4.919], [1.875, 2.971, 1.615], [-0.201, 0.985, 0.609], [-1.516, -0.205, 0.205], [1.103, 0.376, -0.137], [0.286, 0.617, -0.274], [0.146, 0.326, -0.433], [-0.787, -0.012, 0.520], [0.923, 0.618, 0.876], [-1.578, -1.549, 5.069], [-2.070, -1.513, -3.603], [2.295, -0.508, 1.636], [0.476, -0.215, 2.526], [2.014, 1.179, 1.687], [-2.616, -1.809, -0.063], [-1.085, 1.732, -2.394], [-0.944, -1.199, -3.967], [2.247, 2.247, 1.425], [0.778, -1.524, 3.320], [-0.512, 0.515, -2.948], [-2.462, -2.523, 1.745], [1.127, 0.875, 2.964], [2.495, -0.391, 2.015], [-2.386, -0.794, -2.054], [1.544, 1.939, -1.811], [2.402, 0.741, -0.051], [-2.119, -1.480, 2.747], [-2.755, 0.564, -2.004], [-0.186, -0.809, -3.341], [3.358, -0.153, 1.499], [-1.341, 0.723, 3.020], [-0.894, -3.206, 1.090], [2.776, 2.215, 0.835], [0.317, -0.055, -3.294], [-2.817, 2.378, 0.470], [0.511, 0.650, -0.167], [-0.154, -2.574, 3.900], [-0.243, 8.331, -4.826], [0.068, -4.056, 1.858], [-2.244, -1.248, 1.995], [1.841, -2.498, 1.660], [-1.067, -2.216, 2.778], [3.043, 2.419, -2.255], [-2.488, -0.165, -0.004], [0.481, -1.520, 0.051], [-1.403, -0.236, -1.434], [0.451, 0.857, -1.690], [1.607, 0.425, 0.724], [0.421, 0.082, -1.713], [0.136, 0.292, -1.009], [0.928, 0.544, 0.176], [-0.338, 2.011, -0.349], [-0.581, 0.332, 1.503], [0.112, 0.015, 1.840], [0.691, 1.233, -0.616], [0.384, 0.020, -1.735], [-0.353, -1.607, 0.384], [0.305, 0.023, -0.663], [-0.110, -1.000, 0.095], [-0.853, 0.067, 0.725], [0.546, -0.065, -0.647], [-0.709, -0.033, 0.375], [0.059, -0.036, -0.115], [-0.023, 0.007, -0.053], [-0.058, 0.068, -0.032], [-0.040, 0.016, 0.041], [0.021, 0.000, 0.074], [0.098, 0.016, -0.019], [0.047, -0.025, -0.042], [-0.020, -0.002, -0.097], [-0.059, 0.063, -0.035], [-0.039, 0.027, 0.072], [0.023, -0.020, 0.086], [0.023, -0.067, 0.058], [-0.081, 0.049, 0.025], [-0.057, 0.002, 0.011], [-0.066, -0.063, 0.066], [0.169, -0.188, -0.043], [0.034, -0.010, 0.020], [0.077, 0.080, 0.045], [-0.057, 0.073, 0.039], [-0.104, -0.007, -0.002], [-0.021, -0.070, -0.024], [0.130, -0.014, -0.004], [0.160, 0.048, -0.051], [0.064, 0.084, 0.041], [0.071, 0.082, 0.030], [-0.042, 0.057, -0.026], [-0.049, 0.122, -0.047], [-0.097, -0.073, -0.009], [-0.012, -0.058, 0.021], [0.051, -0.031, 0.068], [0.076, 0.037, -0.006], [0.062, 0.065, -0.075], [-0.082, 0.021, -0.080], [-0.072, -0.048, -0.032], [-0.012, -0.099, 0.031], [0.064, -0.030, 0.051], [0.008, -0.012, -0.027], [0.049, 0.037, -0.102], [-0.038, 0.085, -0.030], [-0.081, 0.021, 0.045], [-0.038, -0.015, 0.018], [0.060, -0.175, 0.051], [0.200, -0.073, -0.053], [0.035, 0.037, -0.075], [-0.022, 0.082, -0.017], [-0.080, 0.036, 0.037], [-0.035, -0.061, 0.069], [0.041, -0.036, 0.042], [-0.022, -0.049, -0.084], [0.015, -0.029, -0.030], [0.097, -0.058, 0.072], [-0.006, 0.051, 0.066], [-0.030, 0.058, 0.029], [-0.098, 0.012, -0.040], [-0.018, -0.041, -0.074], [0.051, -0.055, -0.035], [0.060, -0.010, 0.034], [0.029, 0.040, 0.074], [-0.053, 0.074, 0.029], [-0.098, 0.018, -0.009], [-0.016, 0.113, 0.068], [-0.036, 0.031, -0.037], [-0.089, -0.020, -0.072], [0.018, -0.057, -0.029], [0.085, -0.086, 0.016], [0.050, -0.058, 0.146], [0.010, 0.083, 0.032], [-0.064, 0.071, -0.037], [-0.066, -0.030, -0.061], [0.014, -0.084, -0.037], [0.061, -0.033, 0.029], [0.229, 0.023, 0.270], [0.078, 0.091, 0.008], [0.009, 0.047, -0.023], [-0.080, 0.058, -0.052], [-0.083, -0.062, -0.010], [0.004, -0.061, 0.029], [0.071, -0.051, 0.069], [0.073, 0.023, 0.014], [0.016, 0.087, -0.048], [-0.072, 0.037, -0.043], [-0.077, -0.050, -0.021], [-0.006, -0.097, 0.028], [0.081, -0.014, 0.025]]
}